# 1
{"formula": "C15H36IN4O3P", "method": "wB97M-V/def2-TZVPD", "elements": ["I", "P", "O", "O", "O", "N", "N", "N", "N", "C", "C", "C", "C", "C", "C", "C", "C", "C", "C", "C", "C", "C", "C", "C", "H", "H", "H", "H", "H", "H", "H", "H", "H", "H", "H", "H", "H", "H", "H", "H", "H", "H", "H", "H", "H", "H", "H", "H", "H", "H", "H", "H", "H", "H", "H", "H", "H", "H", "H", "H"], "positions_angstrom": [[-0.85137, 0.89850, -0.72298], [5.01648, -1.61509, -0.43058], [-2.64806, -3.42452, 2.91828], [-0.93797, 5.05435, -5.10369], [3.36310, 2.15996, 2.22807], [4.61517, 0.73493, 0.94400], [-0.41491, 2.84580, -3.33645], [-5.35138, -2.44710, 2.72571], [5.48286, -2.36821, 0.87347], [-3.49466, -3.87518, 1.87676], [-4.99753, -3.75886, 2.17477], [3.53248, 1.11164, 1.74942], [1.71630, 3.97285, -3.66306], [4.06466, -0.06385, -0.16021], [-0.30954, 6.27982, -4.77309], [-0.06612, 4.01654, -5.50545], [1.44343, -0.18700, 2.65553], [-0.54678, -0.34150, 1.04067], [2.55144, -0.35270, 0.25669], [0.57229, 3.23254, -4.34892], [0.17798, 0.46375, 2.12653], [2.66373, -0.13075, 1.74943], [-5.52182, -4.84361, 3.11015], [-2.39963, -4.36610, 3.94675], [5.21285, 1.49255, 0.64477], [6.11204, -1.29661, -1.26810], [-3.22603, -4.89684, 1.57799], [0.69816, 4.40162, -6.19314], [-3.16075, -4.30718, 4.72804], [0.98890, 2.31596, -4.77747], [1.35931, 4.77126, -3.01339], [-1.12922, 2.27026, -3.77662], [0.04310, -1.18757, 0.75132], [-0.68692, 3.32327, -6.07966], [-5.51973, -3.87244, 1.22022], [-5.15588, -5.82923, 2.81481], [1.70961, 0.33755, 3.56372], [1.28872, -1.21933, 2.92607], [-0.50630, 0.52160, 2.96463], [3.97663, 0.60969, -1.00726], [-1.03324, 7.07729, -4.93892], [2.40056, 4.40553, -4.39575], [4.14865, -2.46524, -1.15435], [2.28738, 3.28470, -3.03892], [-2.34858, -5.38614, 3.55608], [-0.02062, 6.30412, -3.71981], [0.34831, 1.48478, 1.84326], [-6.61091, -4.86955, 3.07997], [-5.09248, -1.72450, 2.05889], [2.00729, 0.37188, -0.32555], [-4.74383, -2.27470, 3.52303], [5.19565, -1.82882, 1.68528], [-3.27026, -3.22877, 1.02327], [-1.52829, -0.65982, 1.33740], [-5.23475, -4.66726, 4.14643], [-1.43879, -4.11803, 4.39736], [3.29766, -0.94188, 2.07589], [0.56584, 6.46685, -5.40144], [-0.91692, 3.68665, -3.05944], [2.32270, -1.34790, -0.10042]], "fmax_ev_per_a": 3.52, "homo_lumo_gap_ev": 9.06, "e_homo_ev": -8.63, "smiles": "N=[PH2][C@H]1C[C@H](CCCI)C(=O)N1.COC[C@@H](C)N.COC[C@@H](C)N"}

# 2
{"formula": "C15H36KN7O3", "method": "wB97M-V/def2-TZVPD", "elements": ["K", "O", "O", "O", "N", "N", "N", "N", "N", "N", "N", "C", "C", "C", "C", "C", "C", "C", "C", "C", "C", "C", "C", "C", "C", "C", "H", "H", "H", "H", "H", "H", "H", "H", "H", "H", "H", "H", "H", "H", "H", "H", "H", "H", "H", "H", "H", "H", "H", "H", "H", "H", "H", "H", "H", "H", "H", "H", "H", "H", "H", "H"], "positions_angstrom": [[-0.23305, -0.34551, 0.15573], [0.98449, -0.47994, -3.45061], [-0.38157, -2.41867, 1.85124], [0.38481, -2.54236, -0.22581], [-3.08543, -1.05200, -2.07464], [1.89746, 0.96343, -0.66022], [-1.39531, 1.49232, -1.10642], [2.75968, -3.46151, 0.61035], [1.79849, -2.91346, 1.50049], [-1.88342, 0.84309, 1.72731], [1.23969, 0.28580, 2.13333], [2.86481, 0.71123, 0.38480], [0.75370, -1.87513, -3.36779], [0.75095, 0.44919, 3.48903], [-2.56455, 1.91359, -0.35803], [2.33199, 1.15309, 1.74797], [1.87895, 2.32523, -1.15753], [0.55739, 3.03709, -0.85711], [0.50252, -2.63966, 1.01657], [-0.42220, -2.31526, -4.22709], [-2.31592, 2.09144, 1.13838], [-1.74308, 0.88544, 3.17110], [-2.89280, -1.97368, -1.42138], [-2.66085, -3.12722, -0.61933], [-0.39540, 1.45589, 3.61460], [-0.61129, 2.54776, -1.72021], [2.04651, 2.34798, -2.24040], [2.69170, 2.90249, -0.69515], [1.81553, -3.35865, 2.41001], [-3.32877, 1.13861, -0.47362], [1.03780, -0.24988, -4.38587], [-0.19846, 2.16310, -2.65332], [-1.25239, 3.40923, -1.96406], [-0.19814, -2.18904, -5.28716], [3.05376, -0.36209, 0.43465], [0.38441, -0.52507, 3.81625], [-1.70779, 0.85561, -1.82824], [0.70429, 4.10363, -1.03675], [-3.25704, 2.45589, 1.59851], [-2.96991, 2.85807, -0.75206], [2.00217, 0.31182, -1.42620], [2.96648, -2.73563, -0.07847], [-1.54848, 2.84901, 1.30839], [1.55970, -0.67372, 2.03789], [-2.57037, 0.12994, 1.49962], [1.56825, 0.74933, 4.16800], [3.16204, 1.13288, 2.48230], [-0.64224, -3.36379, -4.04816], [2.33184, -4.22161, 0.07267], [-2.55388, 1.48015, 3.63344], [3.82980, 1.21565, 0.18957], [0.54920, -2.07631, -2.31882], [-2.75164, -4.02032, -1.23352], [-1.30396, -1.72895, -3.97590], [1.66309, -2.41703, -3.66729], [0.31580, 2.90518, 0.19375], [-1.82731, -0.13655, 3.54597], [-0.47509, 1.73722, 4.66574], [1.97195, 2.18272, 1.68161], [-3.37319, -3.17696, 0.20187], [-1.64586, -3.06161, -0.21692], [-0.16985, 2.35850, 3.04694]], "fmax_ev_per_a": 1.58, "homo_lumo_gap_ev": 8.91, "e_homo_ev": -8.54, "relative_energy_ev": 1.442}

# 3
{"formula": "C15H36N8SV", "method": "wB97M-V/def2-TZVPD", "elements": ["V", "S", "N", "N", "N", "N", "N", "N", "N", "N", "C", "C", "C", "C", "C", "C", "C", "C", "C", "C", "C", "C", "C", "C", "C", "H", "H", "H", "H", "H", "H", "H", "H", "H", "H", "H", "H", "H", "H", "H", "H", "H", "H", "H", "H", "H", "H", "H", "H", "H", "H", "H", "H", "H", "H", "H", "H", "H", "H", "H", "H"], "positions_angstrom": [[-0.73508, -0.76812, -0.12017], [1.41414, -1.09098, -1.29410], [-0.31035, -2.54865, 0.82049], [-1.91579, -1.77792, -1.56393], [-0.32138, 0.52516, 1.10997], [3.70389, -0.13079, -2.32788], [-1.21533, 0.80121, -1.54160], [0.10281, 2.09323, 2.77271], [-2.63173, -1.00730, 0.90055], [2.76715, -1.64126, -3.58084], [-2.10645, -1.01454, -2.83265], [-0.00293, -3.52244, 1.35728], [2.66944, -0.93448, -2.47450], [-0.68722, 1.61361, 1.85572], [0.28149, 4.57754, 3.03302], [4.01487, -1.35116, -4.31153], [-2.30871, 0.44563, -2.48410], [-3.16453, -2.37708, -1.00156], [4.68315, -0.28594, -3.41843], [2.44583, 1.89011, 1.90024], [-2.02263, 2.24492, 1.59743], [1.44993, 1.53270, 3.00795], [-3.75121, -1.41153, 0.00672], [0.38411, -4.72583, 2.01612], [-0.27562, 3.25976, 3.59415], [-2.44408, -1.78254, 1.53557], [-3.26727, 0.61054, -1.99720], [-0.35189, 0.89375, -2.07817], [-2.95050, -0.25130, 1.50131], [0.25268, -5.58515, 1.35064], [2.11955, -2.34740, -3.88935], [4.61528, -2.25385, -4.41050], [-1.91493, 3.31300, 1.39917], [5.64480, -0.60993, -3.02401], [0.03958, 4.71064, 1.97752], [-1.35644, 3.31686, 3.68688], [0.13034, 3.10079, 4.59082], [-4.16532, -0.52805, -0.47358], [-0.16693, 5.39786, 3.59134], [2.19461, 1.43221, 0.93917], [-2.91129, -3.31664, -0.50899], [2.50049, 2.96864, 1.76266], [1.37600, 0.44991, 3.14520], [-2.29024, 1.06106, -3.38413], [1.36078, 4.63982, 3.16136], [-1.39130, 1.73213, -1.17025], [-3.88376, -2.60633, -1.78740], [1.43787, -4.67492, 2.30711], [-1.21167, -1.12643, -3.44587], [-4.55953, -1.88590, 0.56492], [3.43363, 1.54621, 2.20413], [1.81097, 1.93833, 3.94843], [-2.94891, -1.40005, -3.40652], [3.79628, -0.98743, -5.31392], [-0.21855, -4.89138, 2.91389], [-2.51270, 1.78358, 0.74483], [3.85736, 0.48457, -1.54749], [0.63175, 0.20045, 1.32982], [-1.28596, -2.55532, -1.77746], [-2.67504, 2.16479, 2.47082], [4.83649, 0.66159, -3.93182]], "fmax_ev_per_a": 1.43, "total_charge": 4, "spin_multiplicity": 2, "homo_lumo_gap_ev": [5.42, 6.65], "e_homo_ev": [-20.54, -20.54]}